No. 1
This record from OMol25 describes a structure of composition C9H33NO9Y in a non-equilibrium geometry. The level of theory is ωB97M-V/def2-TZVPD.

```
53
Properties=species:S:1:pos:R:3:forces:R:3
Y 1.402913 0.529002 2.220219 -1.9 -0.2 -2.2
C -2.484289 -3.333888 1.049702 0.6 1.5 -1.5
C -1.122064 -2.982114 0.336060 1.1 -2.0 -0.6
C -1.030003 -3.726474 -1.071543 -1.3 1.0 -0.1
C -1.825504 -3.030574 -2.177688 0.4 -0.6 1.2
C -1.419272 -1.576813 -2.241123 -0.6 -0.3 -0.8
C -1.465645 -0.738344 -0.937067 0.5 0.6 0.0
N -0.719180 -1.553793 0.135194 0.6 0.5 -0.3
O -0.507004 -0.842163 1.381772 0.6 0.3 -0.2
C -2.884934 -0.286047 -0.522963 -0.4 -1.8 0.3
C -0.716285 0.574385 -1.296081 0.1 -0.1 1.2
C 0.045526 -3.745499 1.065783 -0.7 1.1 0.8
H -2.552508 -2.863044 2.030387 0.3 -0.7 0.3
H -2.664320 -4.403378 0.940708 0.1 0.0 0.7
H -3.284481 -2.843695 0.495160 -0.1 -0.1 -0.1
H -1.385966 -4.756149 -1.037284 0.0 -0.1 0.6
H -0.015429 -3.791430 -1.464631 0.3 0.2 0.5
H -2.899540 -3.117970 -2.013620 -0.1 -0.1 0.0
H -1.559196 -3.600710 -3.067707 -0.3 0.4 -0.5
H -2.086758 -1.190404 -3.011347 0.0 0.9 0.1
H -0.433115 -1.549948 -2.704682 0.3 0.3 0.3
H -3.458293 0.370080 -1.177832 0.7 0.3 -0.2
H -2.913889 0.086316 0.501053 0.3 0.2 -0.1
H -3.473472 -1.203405 -0.509942 -0.4 0.0 0.1
H -1.240709 1.125835 -2.076460 0.2 -0.4 -0.4
H 0.340539 0.396851 -1.495335 -0.1 0.0 -0.5
H -0.730038 1.296419 -0.479649 0.0 -0.2 0.3
H -0.092121 -4.819343 1.192308 -0.4 -0.1 -0.6
H 0.106635 -3.397699 2.096991 0.4 0.4 0.0
H 0.962953 -3.572231 0.503272 0.1 0.1 0.3
O 1.596379 2.333738 0.962813 0.7 0.0 0.2
H 2.428140 2.577046 0.511696 -0.2 -0.1 1.7
O -0.673182 1.911788 2.544199 0.4 -0.1 0.3
H -1.537267 1.526374 2.689227 -0.3 -0.6 0.0
H -0.854275 2.767513 2.155385 0.3 0.4 -0.3
O 1.514725 4.696947 2.511133 -0.2 0.6 0.3
H 1.006043 4.562664 3.310788 0.0 0.1 0.3
H 1.636956 3.817352 2.153903 0.1 -0.6 -0.6
O 3.522194 5.068312 -0.926922 0.4 0.4 0.3
H 3.203254 4.214932 -1.220616 0.0 -0.4 -0.4
H 2.763433 5.646980 -1.002200 -0.2 0.2 0.1
O 3.833226 0.802248 1.860855 -0.1 -0.1 0.1
H 4.314821 1.575296 2.155281 0.0 0.4 0.3
H 4.469559 0.304027 1.347931 0.1 -0.4 -0.2
O -0.108011 3.857341 -0.532871 -0.6 0.4 -0.8
H -0.687933 4.143915 0.172687 0.0 0.3 0.1
H 0.561053 3.331294 -0.094853 0.3 -0.4 0.7
O 2.732420 2.468045 -1.583464 0.7 -0.2 -0.5
H 2.212165 2.459155 -0.780039 -0.8 -0.5 -0.4
H 2.092967 2.343866 -2.284829 -0.2 0.0 -0.3
O 2.029705 -0.368328 0.093360 0.7 -0.1 0.4
H 2.649371 -0.424795 -0.634012 0.4 0.4 -0.1
H 1.399704 -1.069482 -0.073105 -1.4 -0.8 -0.2
```
Forces are in eV/Å.

Results
- LUMO (spin up / spin down) (hartree) = -0.0061 / -0.0177
- 2S+1 = 2
- E_tot (eV) = -30828.13853
- highest occupied orbital energy (spin up / spin down) (eV) = -5.075 / -7.473
- expectation value of S² = 0.75
- charge = 0
- HOMO-LUMO gap (spin up / spin down) (eV) = 4.9 / 7.0
- molecular weight (g mol⁻¹) = 388.3

Mulliken atomic charge list, values in e, 8 entries: atom 1 (Y): 0.2792, atom 2 (C): -1.4720, atom 3 (C): 1.0375, atom 4 (C): -1.2339, atom 5 (C): -0.6956, atom 6 (C): -1.2970, atom 7 (C): 1.8160, atom 8 (N): 1.0262



No. 2
This record from OMol25 describes a structure of composition C37H43N4PSV. The level of theory is ωB97M-V/def2-TZVPD.

```
87
Properties=species:S:1:pos:R:3:forces:R:3
V -0.348322 -0.000083 0.210510 0.1 0.2 -0.1
C 3.917304 -0.021957 -0.839649 0.0 0.0 0.0
C 4.536027 -0.670137 0.215286 0.0 0.0 0.0
C 3.767049 -1.439889 1.066916 -0.1 0.0 0.0
C 2.396315 -1.538690 0.858990 0.0 0.0 0.0
N 1.781476 -0.842252 -0.124237 0.0 -0.1 0.1
C 2.545311 -0.125375 -0.957061 0.0 0.0 0.0
C 1.552568 -2.522250 1.609387 0.2 0.0 0.0
C 2.032281 -3.405801 2.743936 0.0 0.0 0.0
C 0.962975 -4.024385 3.572608 -0.1 0.0 0.0
C -0.347972 -3.897811 3.329503 0.1 -0.1 0.0
C -0.872782 -2.839333 2.446093 -0.1 0.1 0.1
N 0.027573 -0.641217 1.885511 -0.1 0.1 -0.2
H 4.474326 0.579306 -1.543750 0.0 0.0 0.0
H 5.604000 -0.584812 0.370010 0.0 0.0 0.0
H 4.220431 -1.976440 1.888998 0.0 0.0 0.0
H 2.010122 0.412240 -1.725553 0.0 0.0 0.0
H 2.991086 -3.240722 3.219676 0.0 0.0 0.0
H 1.301558 -4.723509 4.329137 0.0 0.0 0.0
H -1.052632 -4.476284 3.916246 0.0 0.0 0.0
H -1.634917 -2.219693 2.909205 0.0 0.0 0.0
C -3.174747 2.998852 0.514970 -0.1 0.0 0.0
C -3.261336 2.420384 -0.905320 0.0 0.1 0.1
C -4.666187 2.623736 -1.513463 0.0 0.0 0.1
P -2.598888 0.705395 -0.860028 -0.1 -0.1 0.1
C -2.784292 -0.039311 -2.572381 0.0 0.0 -0.1
C -3.042609 0.962724 -3.700574 0.1 0.0 0.0
C -1.563537 -0.910918 -2.903385 -0.1 0.1 0.0
C -3.698060 -0.312039 0.162447 0.2 -0.1 -0.1
C -5.024616 -0.070069 0.489711 0.0 0.0 0.0
C -5.765225 -0.951646 1.268651 0.0 0.0 0.0
C -7.185926 -0.646269 1.664343 0.0 0.0 0.0
C -5.128966 -2.114721 1.694162 0.1 0.0 0.0
C -3.806949 -2.390169 1.387329 -0.1 0.1 0.0
C -3.042443 -1.489098 0.617381 0.1 0.1 0.0
N -1.725099 -1.653655 0.282581 -0.2 -0.1 0.0
C -0.947199 -2.709117 0.863467 0.0 0.1 0.0
C 0.142296 -2.063742 1.703609 0.0 -0.1 0.0
C 0.421116 -0.153280 3.182969 0.0 0.0 0.0
C 2.018543 -3.933284 1.314387 0.0 0.0 -0.1
C 1.233694 -5.092884 0.870998 -0.1 0.1 0.0
C 1.929705 -6.400658 1.076314 0.0 -0.1 0.0
C 0.009776 -5.029128 0.258191 0.1 0.0 0.0
C -0.863635 -3.956611 0.062759 0.0 0.0 0.1
C -1.980094 -4.169106 -0.922418 0.0 0.0 0.0
H -3.465824 4.051786 0.499807 0.0 0.0 0.0
H -2.168562 2.927404 0.926549 0.0 0.0 0.0
H -3.853564 2.471548 1.187834 0.0 0.0 0.0
H -2.531821 2.961685 -1.519889 0.0 -0.1 0.0
H -5.326522 3.081388 -0.774482 0.0 0.0 0.0
H -5.140152 1.700461 -1.841249 0.0 0.0 0.0
H -4.625001 3.291146 -2.374388 0.0 0.0 0.0
H -3.656717 -0.692626 -2.491246 0.0 0.0 0.0
H -2.325214 1.784275 -3.689602 0.0 0.0 0.0
H -4.042095 1.387497 -3.663310 0.0 0.0 0.0
H -2.940118 0.451158 -4.660849 0.0 0.0 0.0
H -0.671460 -0.298473 -3.036709 0.0 0.0 0.0
H -1.739715 -1.462518 -3.830320 0.0 0.0 0.0
H -1.364415 -1.623533 -2.108075 0.0 0.0 0.0
H -5.502769 0.839150 0.147689 0.0 0.0 0.0
H -7.683434 -0.030723 0.913259 0.0 0.0 0.0
H -7.231495 -0.105260 2.613416 0.0 0.0 0.0
H -7.766140 -1.562406 1.783305 0.0 0.0 0.0
H -5.687919 -2.830390 2.288699 0.0 0.0 0.0
H -3.354719 -3.306116 1.742602 0.0 0.0 0.0
H -0.136721 -0.657307 3.980890 0.0 0.0 0.0
H 0.222103 0.915502 3.243370 0.0 0.0 0.0
H 1.491638 -0.311990 3.373928 0.0 0.0 0.0
H 3.008773 -3.930109 0.863007 0.0 0.0 0.0
H 2.959442 -6.374567 0.704962 0.0 0.0 0.0
H 1.398584 -7.215539 0.585416 0.0 0.0 0.0
H 1.990863 -6.634201 2.146343 0.0 0.0 0.0
H -0.326091 -5.966511 -0.181395 0.0 0.0 0.0
H -1.969518 -5.197281 -1.284021 0.0 0.0 0.0
H -1.878461 -3.512344 -1.788422 0.0 0.0 0.0
H -2.961351 -3.959676 -0.494632 0.0 0.0 0.0
S 0.492941 2.230362 0.808120 0.0 0.0 0.0
C 0.363528 2.779626 -0.830044 -0.1 0.0 0.1
C 0.352958 4.143782 -1.162997 0.0 0.1 0.0
C 0.282485 4.520537 -2.483719 0.0 0.0 0.0
C 0.222813 3.535925 -3.470224 0.0 0.0 0.1
C 0.216699 2.218770 -3.060636 0.0 0.0 -0.1
N 0.264132 1.831473 -1.781204 0.0 -0.1 0.1
H 0.403421 4.873288 -0.366585 0.0 0.0 0.0
H 0.279703 5.569613 -2.752565 0.0 0.0 0.0
H 0.185047 3.785017 -4.521087 0.0 0.0 0.0
H 0.168884 1.425678 -3.798183 0.0 0.0 0.0
```
Forces are in eV/Å.

Results
- LUMO (spin up / spin down) (hartree) = 0.0207 / 0.0096
- 2S+1 = 4
- energy above the lowest of the compared OMol25 structures with the same formula, charge and spin (kcal per mole) = 134.5
- E_tot (eV) = -90837.46083
- highest occupied orbital energy (spin up / spin down) (eV) = -6.271 / -6.581
- expectation value of S² = 3.82
- charge = 0
- HOMO-LUMO gap (spin up / spin down) (eV) = 6.8 / 6.8
- molecular weight (g mol⁻¹) = 657.8

Mulliken atomic charge list, values in e, 8 entries: atom 1 (V): 0.1031, atom 2 (C): -1.1279, atom 3 (C): -0.8030, atom 4 (C): -0.6318, atom 5 (C): 0.1528, atom 6 (N): 0.2659, atom 7 (C): 0.0776, atom 8 (C): 0.2537



No. 3
This record from OMol25 describes a cluster of 2 separate species, C2H4NP in total in a non-equilibrium geometry. The level of theory is ωB97M-V/def2-TZVPD.

```
8
Properties=species:S:1:pos:R:3:forces:R:3
C 0.363389 -0.358125 -0.228824 -0.6 -0.5 -0.4
C -0.285622 0.919961 -0.601941 2.8 0.8 4.9
N 1.394629 -1.059641 -0.123525 0.7 -0.1 0.7
P -1.413448 -0.489744 0.013420 -0.6 0.7 1.5
H 0.305085 1.860091 0.598482 -1.9 -2.3 -3.6
H -0.246482 1.330504 -1.581989 -0.2 0.5 -0.5
H 1.205558 -1.935555 0.418991 0.0 0.8 -1.0
H -1.323106 -0.267493 1.505383 -0.3 0.1 -1.6
```
Forces are in eV/Å.

Results
- LUMO (hartree) = -0.0077
- 2S+1 = 1
- energy above the lowest of the compared OMol25 structures with the same formula, charge and spin (kcal per mole) = 78.7
- E_tot (eV) = -12913.11585
- highest occupied orbital energy (eV) = -9.003
- charge = 0
- HOMO-LUMO gap (eV) = 8.8
- molecular weight (g mol⁻¹) = 73.0

Table of Mulliken atomic charges, one value per atom, all in e: atom 1 (C): 0.3334, atom 2 (C): -0.5438, atom 3 (N): -0.6019, atom 4 (P): -0.0604, atom 5 (H): 0.2001, atom 6 (H): 0.3400, atom 7 (H): 0.2794, atom 8 (H): 0.0533



No. 4
This record from OMol25 describes a structure of composition C25H53ClFI2O17P2 in a non-equilibrium geometry. The level of theory is ωB97M-V/def2-TZVPD.

```
101
Properties=species:S:1:pos:R:3:forces:R:3
C -6.908095 -2.324648 -2.932681 0.2 0.6 0.2
C -6.328872 -0.951038 -3.502344 -0.1 -0.6 0.6
P -4.439102 -1.030848 -3.220021 -0.8 -0.4 -1.7
C -3.643959 0.076423 -4.573060 -1.3 0.4 -0.1
P -3.918189 -0.296946 -1.174591 0.0 -0.4 -0.6
F -5.602820 -0.311173 -0.710818 0.7 0.2 -0.5
C -2.062315 -0.382321 -1.762998 -0.2 -1.7 0.4
C -1.691349 -1.769177 -2.467447 2.0 1.0 1.0
C -0.168883 -2.053496 -2.072893 -1.2 -0.1 -1.2
Cl 0.828697 -0.821767 -3.028004 -0.1 -0.6 0.7
C -4.135132 1.538178 -1.580963 -0.9 2.7 0.3
O -5.203234 1.829232 -2.545134 0.9 -1.3 -0.9
O -5.992111 2.887922 -2.077747 -0.9 0.9 1.5
C -3.307578 -0.012429 0.670295 -0.2 0.5 1.1
I -5.040180 -0.309366 2.052534 0.5 -0.1 -0.2
C -2.686125 1.327451 1.104069 -0.2 0.6 0.3
C -1.489405 1.974735 0.358716 1.0 0.0 0.3
I -1.933581 1.054427 3.188084 -0.1 0.2 -0.1
H -7.675295 -2.757114 -3.612036 0.5 0.2 0.5
H -6.077102 -3.052740 -2.762246 -0.7 0.4 -0.3
H -7.348498 -2.112925 -1.926094 0.2 -0.3 -0.8
H -6.813559 -0.147524 -2.911151 0.5 -0.2 -0.6
H -6.576046 -0.817393 -4.580221 0.3 -0.2 0.6
H -3.022408 -0.535586 -5.260592 -0.1 0.5 0.7
H -3.133252 0.969113 -4.156093 0.0 -0.7 -0.4
H -4.495225 0.474260 -5.190918 0.7 -0.3 0.5
H -3.905028 -1.717859 -0.828599 0.1 0.3 0.0
H -1.765205 0.464012 -2.408897 0.0 -0.5 0.6
H -1.477597 -0.441308 -0.805407 -0.2 0.6 -1.0
H -1.660918 -1.682986 -3.575337 -0.5 -0.3 0.8
H -2.298637 -2.615721 -2.089077 0.2 0.6 -0.4
H 0.133532 -3.052674 -2.456551 0.0 0.7 0.4
H 0.026536 -1.926439 -0.990333 0.0 0.0 -0.8
H -3.231629 2.054368 -1.990609 -0.4 -0.6 0.3
H -4.482143 2.180609 -0.722287 0.6 -1.0 -0.3
H -6.117319 3.539049 -2.782607 0.6 -0.5 -0.4
H -2.645762 -0.866133 0.969325 -0.6 0.7 -0.5
H -3.470325 2.109462 1.258103 0.6 -0.8 -0.2
H -1.612330 2.166030 -0.727286 -0.3 -0.3 0.7
H -1.250742 2.953854 0.849492 -0.3 -0.8 -0.4
H -0.557110 1.361261 0.475345 -0.8 0.4 -0.2
C -8.652326 -2.131885 -8.516100 -0.2 0.3 0.0
O -8.140709 -3.425742 -8.830251 0.0 -0.1 -0.1
C -7.489940 -4.009901 -7.818764 0.0 -0.1 -0.2
O -7.319307 -3.543177 -6.729008 0.0 0.1 0.1
O -7.062488 -5.205392 -8.236024 -0.1 0.0 -0.1
C -6.345168 -5.939379 -7.244584 0.2 -0.3 0.2
H -9.157398 -1.756133 -9.404225 0.1 -0.2 -0.1
H -9.375237 -2.190533 -7.702088 0.2 0.0 0.1
H -7.842082 -1.448845 -8.260073 -0.1 -0.1 0.1
H -6.979923 -6.143624 -6.382066 0.1 0.2 0.0
H -5.447606 -5.400658 -6.940398 -0.1 0.1 0.1
H -6.048508 -6.886870 -7.691060 -0.1 0.1 -0.2
C 5.181683 3.968858 0.463974 0.3 0.1 -0.2
O 4.100744 3.069063 0.691663 0.0 0.0 0.0
C 3.257922 3.463296 1.652232 -0.3 -0.4 -0.1
O 3.351725 4.472041 2.300159 0.1 0.2 0.1
O 2.301279 2.543209 1.764538 0.2 0.2 0.0
C 1.319454 2.833777 2.764336 -0.3 -0.2 0.2
H 5.798994 3.552106 -0.329379 -0.2 -0.2 0.1
H 4.812232 4.942271 0.139646 0.0 0.0 0.2
H 5.793501 4.070526 1.360238 -0.1 0.1 0.0
H 0.797010 3.762467 2.532336 0.1 0.0 0.1
H 1.780775 2.889618 3.751562 0.0 0.2 -0.1
H 0.594710 2.019105 2.763972 0.3 0.1 -0.2
C 11.698389 2.444609 1.698362 0.3 0.0 -0.2
O 10.879770 2.463968 2.866606 0.0 0.0 0.1
C 9.567326 2.467909 2.611787 0.0 0.0 0.3
O 9.061062 2.457432 1.523697 0.0 0.0 -0.1
O 8.920770 2.485775 3.778814 0.1 0.0 0.0
C 7.498215 2.491199 3.654958 -0.5 0.0 0.1
H 12.737400 2.442164 2.022944 -0.1 0.0 0.2
H 11.515647 1.541197 1.115520 -0.1 0.1 -0.1
H 11.525582 3.334043 1.092090 -0.1 -0.1 0.0
H 7.151637 1.589799 3.148997 0.0 0.1 -0.1
H 7.161231 3.382253 3.125737 0.0 -0.1 -0.1
H 7.079940 2.506251 4.659257 0.3 0.0 0.0
C 13.626528 -4.349945 0.718995 0.1 -0.2 -0.3
O 12.842764 -3.896590 1.820743 0.0 0.0 0.0
C 13.102982 -2.641226 2.193924 -0.2 -0.2 0.2
O 13.910332 -1.908140 1.690277 0.1 0.1 -0.1
O 12.308441 -2.344136 3.224035 0.0 -0.1 0.0
C 12.481670 -1.020934 3.728502 0.0 0.4 0.2
H 13.329374 -5.375162 0.507244 -0.1 0.1 0.2
H 13.435804 -3.741943 -0.165608 0.1 0.1 0.1
H 14.687435 -4.339057 0.970438 0.0 0.1 -0.1
H 12.246428 -0.282619 2.961787 0.1 0.0 0.0
H 13.497250 -0.879825 4.099452 0.0 0.0 -0.2
H 11.789686 -0.890339 4.557936 -0.1 -0.2 -0.1
C -6.838531 1.363263 4.968792 0.1 0.0 -0.4
O -7.395580 1.264984 6.284822 0.0 0.0 0.2
C -6.509730 0.965771 7.234774 -0.3 0.1 -0.3
O -5.335067 0.782420 7.076455 0.1 0.0 0.1
O -7.161867 0.905557 8.403548 -0.1 0.0 0.1
C -6.327920 0.591227 9.514452 0.1 -0.1 0.3
H -7.648869 1.609619 4.285427 -0.1 0.0 0.2
H -6.093908 2.157961 4.924052 0.1 -0.2 0.1
H -6.402674 0.412809 4.660607 0.1 0.1 0.1
H -5.562167 1.355666 9.650133 0.1 -0.1 -0.1
H -5.870931 -0.390639 9.387821 0.1 0.1 -0.1
H -6.959465 0.569710 10.401067 -0.2 0.1 -0.2
```
Forces are in eV/Å.

Results
- LUMO (hartree) = 0.0599
- 2S+1 = 1
- energy above the lowest of the compared OMol25 structures with the same formula, charge and spin (kcal per mole) = 33.0
- E_tot (eV) = -111607.35735
- highest occupied orbital energy (eV) = -3.887
- charge = -1
- HOMO-LUMO gap (eV) = 5.5
- molecular weight (g mol⁻¹) = 995.9

Mulliken atomic charge list, values in e, 8 entries: atom 1 (C): -1.1325, atom 2 (C): -0.5169, atom 3 (P): 0.0845, atom 4 (C): -1.2546, atom 5 (P): 1.3193, atom 6 (F): -0.4849, atom 7 (C): -0.7046, atom 8 (C): -0.5925